(1)
{
  "formula": "C39H47BBrMnN8O2S5",
  "method": "ωB97M-V with the def2-TZVPD basis set",
  "e_tot_ev": -213434.52199,
  "homo_ev": [-10.60, -10.85],
  "multiplicity": 6,
  "total_charge": 1,
  "gap_ev": [6.3, 5.9],
  "elements": ["Mn", "C", "C", "C", "C", "N", "N", "B", "N", "N", "C", "C", "C", "C", "C", "S", "C", "C", "C", "C", "N", "N", "C", "C", "C", "C", "C", "S", "C", "C", "C", "C", "C", "S", "C", "C", "C", "C", "H", "H", "H", "H", "H", "H", "H", "H", "H", "H", "H", "H", "H", "H", "H", "H", "H", "H", "H", "H", "H", "H", "H", "H", "H", "H", "H", "H", "H", "H", "H", "H", "H", "H", "H", "H", "H", "H", "H", "Br", "C", "C", "C", "C", "N", "C", "H", "H", "H", "H", "O", "S", "O", "N", "C", "S", "C", "C", "C", "C", "C", "C", "H", "H", "H", "H"],
  "xyz": [[-0.1683, -0.3430, -0.1549], [3.5743, -3.7202, 1.3703], [3.0846, -2.4755, 2.0391], [3.1257, -2.2921, 3.3748], [2.5926, -1.1085, 3.9902], [2.0849, -0.1591, 3.2757], [2.0871, -0.3311, 1.9341], [1.6047, 0.8434, 1.1456], [0.9726, 1.9803, 1.9367], [1.9407, 2.5797, 2.6624], [1.6604, 3.7001, 3.2431], [0.3637, 4.2767, 3.1186], [-0.6116, 3.6667, 2.4041], [-1.9827, 4.2511, 2.2487], [-0.2830, 2.4253, 1.7626], [-1.4182, 1.5874, 0.8227], [2.8278, 4.3841, 3.9570], [2.3504, 5.4769, 4.9152], [3.7104, 5.0063, 2.8576], [3.6414, 3.3490, 4.7411], [2.6485, 1.3740, 0.1574], [3.8656, 1.4725, 0.7445], [4.8308, 1.9714, 0.0358], [4.5918, 2.4434, -1.2880], [3.3820, 2.3172, -1.8733], [3.1031, 2.7630, -3.2744], [2.3502, 1.6930, -1.1013], [0.8315, 1.3088, -1.7392], [6.2263, 2.0097, 0.6444], [6.7227, 3.4619, 0.6957], [7.1601, 1.1786, -0.2535], [6.2268, 1.4179, 2.0504], [2.4788, -1.4292, 1.2680], [2.1584, -1.5307, -0.3906], [2.6602, -0.9244, 5.5074], [1.8610, -2.0451, 6.1896], [4.1359, -1.0060, 5.9356], [2.0935, 0.4340, 5.9268], [4.0294, -4.3905, 2.0972], [4.3027, -3.4830, 0.5911], [2.7474, -4.2387, 0.8796], [3.5417, -3.0721, 4.0045], [0.1539, 5.2288, 3.5912], [-2.0482, 5.2107, 2.7575], [-2.7389, 3.5756, 2.6588], [-2.2291, 4.3832, 1.1930], [1.9239, 6.3371, 4.3906], [3.2059, 5.8420, 5.4883], [1.6097, 5.0989, 5.6285], [3.1540, 5.7423, 2.2657], [4.0725, 4.2239, 2.1812], [4.5724, 5.5111, 3.3058], [3.0488, 2.9326, 5.5632], [4.5264, 3.8292, 5.1692], [3.9622, 2.5262, 4.0965], [5.4036, 2.9006, -1.8437], [3.9921, 3.2007, -3.7247], [2.2933, 3.4963, -3.2906], [2.7693, 1.9188, -3.8833], [6.7444, 3.9239, -0.2966], [7.7419, 3.4852, 1.0922], [6.0922, 4.0771, 1.3458], [7.2447, 1.5982, -1.2608], [6.8059, 0.1459, -0.3419], [8.1628, 1.1593, 0.1819], [5.5791, 1.9867, 2.7230], [7.2462, 1.4396, 2.4455], [5.8776, 0.3816, 2.0473], [2.1469, -3.0428, 5.8395], [0.7914, -1.9161, 6.0139], [2.0342, -2.0100, 7.2689], [4.5459, -2.0162, 5.8328], [4.2238, -0.7208, 6.9881], [4.7543, -0.3208, 5.3467], [1.1232, 0.6306, 5.4621], [2.7683, 1.2452, 5.6415], [1.9714, 0.4515, 7.0124], [-0.2417, -5.6468, 2.2837], [-0.6946, -3.8404, 2.5215], [-1.3134, -3.4027, 3.6751], [-1.5710, -2.0470, 3.8003], [-1.1936, -1.1883, 2.7847], [-0.6128, -1.6225, 1.6600], [-0.3867, -2.9371, 1.5275], [-1.5864, -4.1048, 4.4540], [-2.0601, -1.6518, 4.6816], [-1.3814, -0.1263, 2.8517], [0.0478, -3.2678, 0.5935], [-3.5938, -3.2536, -5.4029], [-3.2553, -1.9079, -5.0595], [-3.9702, -0.8067, -5.6221], [-3.2595, -1.7524, -3.3909], [-2.0707, -1.5565, -2.9508], [-1.8193, -1.4030, -1.2155], [-0.9797, -1.5111, -3.9883], [0.3846, -1.3670, -3.8391], [1.1844, -1.3767, -4.9805], [0.6221, -1.5295, -6.2440], [-0.7514, -1.6857, -6.3958], [-1.5189, -1.6723, -5.2493], [0.8200, -1.2546, -2.8585], [2.2591, -1.2719, -4.8829], [1.2592, -1.5343, -7.1191], [-1.1999, -1.8160, -7.3751]]
}

=====

(2)
{
  "formula": "C39H47BrCuNO4PSSi",
  "method": "ωB97M-V with the def2-TZVPD basis set",
  "e_tot_ev": -193576.39600,
  "homo_ev": [-7.15, -7.43],
  "multiplicity": 2,
  "total_charge": 0,
  "gap_ev": [7.4, 6.8],
  "elements": ["Cu", "C", "C", "C", "C", "O", "Si", "S", "O", "C", "C", "C", "C", "O", "C", "C", "C", "C", "H", "H", "H", "H", "H", "H", "H", "H", "H", "H", "H", "H", "H", "H", "H", "H", "H", "H", "H", "H", "H", "H", "H", "H", "H", "H", "H", "C", "C", "C", "C", "C", "C", "P", "C", "C", "C", "C", "C", "C", "C", "C", "C", "C", "C", "C", "C", "C", "C", "C", "H", "H", "H", "H", "H", "H", "H", "H", "H", "H", "H", "H", "H", "H", "H", "H", "O", "C", "C", "C", "N", "C", "Br", "C", "H", "H", "H", "H"],
  "xyz": [[1.6309, 0.1004, 0.2973], [-2.8091, 3.0501, 1.0012], [-2.7608, 1.6404, 0.4190], [-2.7828, 1.6882, -1.1043], [-3.9592, 0.8291, 0.9050], [-1.5071, 1.0307, 0.7873], [-1.1814, 0.2132, 2.1915], [0.8639, -0.0576, 2.4373], [-1.8636, 1.1227, 3.3762], [-2.1637, 0.7976, 4.7409], [-3.5500, 0.1637, 4.7923], [-1.1202, -0.1474, 5.3254], [-2.1524, 2.1228, 5.4911], [-2.0259, -1.2072, 2.2367], [-1.8440, -2.4280, 1.5001], [-0.7561, -3.2686, 2.1574], [-3.1836, -3.1491, 1.5782], [-1.4874, -2.1352, 0.0464], [-3.7560, 3.5327, 0.7477], [-1.9922, 3.6531, 0.6001], [-2.7088, 3.0084, 2.0849], [-3.6805, 2.1963, -1.4624], [-2.7722, 0.6753, -1.5109], [-1.9121, 2.2189, -1.4894], [-4.8786, 1.2937, 0.5425], [-3.9963, 0.7891, 1.9930], [-3.9142, -0.1925, 0.5260], [-3.5714, -0.7339, 4.1731], [-4.2997, 0.8661, 4.4209], [-3.8105, -0.1059, 5.8181], [-1.1303, -1.1072, 4.8044], [-1.3323, -0.3272, 6.3814], [-0.1222, 0.2828, 5.2345], [-2.8536, 2.8191, 5.0275], [-1.1541, 2.5626, 5.4584], [-2.4407, 1.9801, 6.5343], [-1.0186, -3.4657, 3.1991], [0.2012, -2.7484, 2.1280], [-0.6543, -4.2247, 1.6382], [-3.4588, -3.3094, 2.6221], [-3.1278, -4.1186, 1.0786], [-3.9681, -2.5566, 1.1029], [-0.5059, -1.6650, -0.0146], [-2.2271, -1.4656, -0.3984], [-1.4561, -3.0602, -0.5348], [-1.2012, 1.3932, -5.3695], [0.1047, 1.8518, -5.2627], [0.9576, 1.3140, -4.3093], [0.5099, 0.3090, -3.4520], [-0.8073, -0.1370, -3.5570], [-1.6546, 0.3970, -4.5152], [1.5533, -0.2931, -2.0949], [3.2537, -0.0466, -2.6924], [4.0888, 0.8372, -2.0147], [5.3937, 1.0394, -2.4479], [5.8664, 0.3603, -3.5589], [5.0381, -0.5255, -4.2385], [3.7377, -0.7293, -3.8075], [1.4111, -2.0930, -2.0851], [1.0006, -2.8984, -3.1108], [1.1295, -4.3008, -2.9911], [1.7139, -4.8467, -1.8837], [2.1644, -4.0342, -0.8122], [2.8044, -4.5637, 0.3312], [3.2063, -3.7258, 1.3336], [2.9333, -2.3399, 1.2749], [2.3067, -1.7772, 0.1909], [1.9635, -2.6340, -0.8896], [-1.8640, 1.8111, -6.1165], [0.4649, 2.6274, -5.9266], [1.9783, 1.6706, -4.2383], [-1.1723, -0.9041, -2.8821], [-2.6730, 0.0374, -4.5902], [3.7249, 1.3590, -1.1391], [6.0388, 1.7219, -1.9093], [6.8845, 0.5131, -3.8944], [5.4103, -1.0625, -5.1016], [3.0978, -1.4301, -4.3301], [0.5954, -2.4734, -4.0216], [0.7855, -4.9382, -3.7959], [1.8431, -5.9210, -1.8084], [2.9677, -5.6331, 0.3988], [3.7044, -4.1283, 2.2080], [3.1872, -1.7335, 2.1362], [1.0238, 6.3197, 0.3902], [1.2259, 4.9949, 0.2539], [0.5261, 4.2126, -0.6584], [0.7897, 2.8615, -0.6966], [1.7011, 2.2752, 0.0822], [2.3884, 3.0478, 0.9140], [3.7727, 2.1994, 1.8748], [2.1926, 4.4042, 1.0575], [0.3236, 6.6130, -0.2044], [-0.2228, 4.6402, -1.3141], [0.2523, 2.2067, -1.3653], [2.7722, 4.9885, 1.7555]]
}

=====

(3)
{
  "formula": "C39H47Ge2N4O2Se2SnTe",
  "method": "ωB97M-V with the def2-TZVPD basis set",
  "e_tot_ev": -308104.39148,
  "homo_ev": -10.39,
  "total_charge": 1,
  "gap_ev": 6.7,
  "elements": ["Sn", "C", "C", "O", "C", "C", "C", "C", "C", "C", "O", "H", "H", "H", "H", "H", "H", "H", "C", "C", "Ge", "C", "C", "C", "C", "Ge", "C", "C", "C", "C", "C", "C", "C", "C", "C", "C", "H", "H", "H", "H", "H", "H", "H", "H", "H", "H", "H", "H", "H", "H", "H", "H", "H", "H", "H", "H", "H", "H", "H", "H", "H", "H", "Se", "C", "N", "Se", "N", "C", "C", "C", "C", "N", "C", "N", "H", "H", "H", "C", "C", "C", "C", "C", "C", "Te", "C", "C", "C", "H", "H", "H", "H", "H", "H", "H", "H", "H", "H", "H"],
  "xyz": [[-0.7248, 1.3923, -1.4439], [2.5195, -1.2919, 1.4707], [2.1419, -0.3521, 0.3609], [1.1070, -0.6328, -0.3327], [2.9446, 0.7998, 0.1412], [4.2856, 0.7719, 0.6259], [5.1335, 1.8251, 0.4833], [4.6618, 3.0215, -0.0924], [3.3744, 3.1124, -0.5338], [2.4757, 2.0108, -0.4806], [1.2823, 2.1973, -0.9267], [1.6583, -1.9079, 1.7269], [2.8360, -0.7409, 2.3536], [3.3375, -1.9479, 1.1656], [4.6632, -0.1386, 1.0722], [6.1569, 1.7550, 0.8243], [5.3195, 3.8768, -0.1791], [2.9869, 4.0345, -0.9435], [-1.6518, -3.4635, -2.3508], [-1.0511, -2.1547, -1.8286], [0.1272, -2.4068, -0.2582], [1.6598, -3.6685, -0.3953], [1.3192, -4.9801, -1.1092], [-1.0322, -2.8196, 1.2585], [-1.9804, -2.2349, 2.0058], [-2.0331, -0.3798, 2.7720], [-1.2717, -0.5980, 4.6031], [-0.0842, -1.5575, 4.6381], [-3.8064, 0.5139, 2.7873], [-4.9741, -0.2125, 3.4505], [-3.0706, -3.1190, 2.4960], [-3.5070, -3.1257, 3.8202], [-4.5266, -3.9701, 4.2269], [-5.1387, -4.8183, 3.3168], [-4.7210, -4.8207, 1.9938], [-3.7018, -3.9761, 1.5881], [-2.3540, -3.2394, -3.1535], [-2.1961, -4.0053, -1.5750], [-0.8893, -4.1303, -2.7526], [-1.8556, -1.4980, -1.4947], [-0.5000, -1.6409, -2.6141], [1.9998, -3.8817, 0.6189], [2.4695, -3.1569, -0.9196], [0.4646, -5.4829, -0.6551], [2.1736, -5.6541, -1.0472], [1.0965, -4.8197, -2.1635], [-1.1022, -3.9125, 1.1894], [-2.0467, -0.9300, 5.2954], [-0.9766, 0.3989, 4.9376], [-0.3959, -2.5754, 4.3990], [0.3797, -1.5695, 5.6254], [0.6772, -1.2666, 3.9094], [-4.0560, 0.7631, 1.7532], [-3.6188, 1.4574, 3.3069], [-5.2018, -1.1523, 2.9509], [-5.8636, 0.4172, 3.4020], [-4.7735, -0.4192, 4.5031], [-3.0243, -2.4863, 4.5463], [-4.8496, -3.9608, 5.2598], [-5.9450, -5.4666, 3.6327], [-5.1934, -5.4775, 1.2751], [-3.3999, -3.9536, 0.5487], [-1.7187, 3.8251, -1.7092], [-3.2317, 2.8647, -1.4007], [-4.0991, 2.1384, -1.1614], [1.2745, 3.5366, -3.8973], [2.8146, 2.9247, -4.3948], [2.7435, 1.5963, -4.3854], [3.7776, 0.6974, -4.7318], [3.5084, -0.6330, -4.6092], [2.2404, -1.0621, -4.1397], [1.2462, -0.2709, -3.8268], [1.4750, 1.0513, -3.9684], [0.5437, 1.9652, -3.6876], [4.7278, 1.0792, -5.0799], [4.2517, -1.3755, -4.8642], [2.0506, -2.1263, -4.0305], [-1.5920, 5.4412, 6.4316], [-1.3089, 4.5106, 5.2868], [-0.1797, 3.7030, 5.2707], [0.0942, 2.8448, 4.2136], [1.3916, 2.0736, 4.2330], [-0.8252, 2.7627, 3.1584], [-0.4180, 1.2893, 1.6387], [-1.9466, 3.5962, 3.1251], [-2.9200, 3.6515, 1.9850], [-2.1616, 4.4619, 4.1936], [-0.9620, 5.2166, 7.2904], [-2.6363, 5.3714, 6.7356], [-1.4055, 6.4738, 6.1310], [0.5157, 3.7532, 6.1010], [2.0388, 2.4507, 5.0231], [1.9157, 2.1809, 3.2817], [1.2276, 1.0081, 4.4076], [-2.9262, 2.7357, 1.4015], [-2.6538, 4.4745, 1.3201], [-3.9319, 3.8355, 2.3454], [-3.0284, 5.1133, 4.1681]]
}